DFT (ωB97M-V with the def2-TZVPD basis set) results for a single C3H2ClNO molecule.

charge: 0
DFT total energy: -705.5984 hartree
SMILES: O=C=C/C=N/Cl
lowest unoccupied orbital energy: 0.691 eV
relative energy (zero: lowest compared OMol25 entry of this formula, charge and spin): 225.1 kJ/mol
orbital gap: 9.41 eV
HOMO energy: -0.3203 Eh

The geometry in XYZ format:
```
8
Properties=species:S:1:pos:R:3:nbo_charge:R:1
C -0.013 -0.866 0.005 -0.62
C -0.439 0.209 -0.779 0.12
C -0.249 -1.945 -0.774 0.83
N -1.167 -0.210 -1.719 -0.49
O -0.388 -2.898 -1.364 -0.40
Cl -2.103 0.827 -2.693 0.11
H 0.292 -1.011 0.975 0.27
H -0.332 1.214 -0.618 0.20
```